Entry 1:
{"formula": "C21H55NO7", "method": "wB97M-V/def2-TZVPD", "species": ["C", "C", "O", "H", "H", "H", "H", "H", "H", "C", "C", "O", "H", "H", "H", "H", "H", "H", "C", "C", "O", "H", "H", "H", "H", "H", "H", "C", "C", "O", "H", "H", "H", "H", "H", "H", "C", "C", "O", "H", "H", "H", "H", "H", "H", "C", "C", "O", "H", "H", "H", "H", "H", "H", "C", "C", "C", "C", "C", "C", "N", "O", "C", "C", "C", "H", "H", "H", "H", "H", "H", "H", "H", "H", "H", "H", "H", "H", "H", "H", "H", "H", "H", "H"], "coordinates": [[2.8753, -5.5675, 0.2825], [1.5833, -5.7827, -0.4526], [0.5656, -4.9846, 0.1538], [2.8541, -5.8108, 1.3430], [3.1560, -4.5097, 0.2133], [3.6980, -6.0874, -0.2119], [1.2611, -6.8250, -0.5335], [1.7230, -5.4545, -1.4924], [-0.1025, -4.7733, -0.5045], [1.6449, -2.2047, -2.2919], [1.2762, -0.7454, -2.1932], [0.8130, -0.2040, -3.4307], [0.7517, -2.7673, -2.5770], [2.0083, -2.6135, -1.3483], [2.4091, -2.3418, -3.0585], [2.1003, -0.1253, -1.8157], [0.4748, -0.5701, -1.4706], [1.5649, 0.0675, -3.9644], [-2.7837, -4.0749, 1.5471], [-2.3222, -5.4847, 1.7863], [-3.1148, -6.0297, 2.8549], [-3.8391, -4.0237, 1.2820], [-2.2050, -3.6554, 0.7184], [-2.6143, -3.4370, 2.4133], [-1.2716, -5.5020, 2.0883], [-2.4320, -6.1214, 0.9019], [-2.7584, -6.8892, 3.0951], [4.3973, -0.5697, 1.6000], [3.7827, -0.7210, 2.9759], [3.2997, -2.0358, 3.1985], [3.6567, -0.8117, 0.8342], [5.2494, -1.2421, 1.5000], [4.7502, 0.4503, 1.4291], [2.9870, 0.0203, 3.1212], [4.5333, -0.5323, 3.7447], [2.5904, -2.1966, 2.5621], [0.3893, -0.2558, 1.5089], [-0.0504, -1.6616, 1.2257], [1.0770, -2.5253, 1.3862], [1.2424, 0.0705, 0.9069], [0.6977, -0.1620, 2.5527], [-0.4049, 0.4723, 1.3325], [-0.5075, -1.7604, 0.2347], [-0.8045, -1.9304, 1.9735], [0.8480, -3.4021, 1.0361], [-0.6446, 0.7678, 5.1873], [-1.8385, -0.1753, 5.1891], [-3.0017, 0.6140, 4.8716], [-0.7778, 1.5199, 5.9678], [-0.5499, 1.2675, 4.2258], [0.2571, 0.2065, 5.4361], [-1.9457, -0.6023, 6.1866], [-1.7096, -0.9056, 4.3864], [-3.7524, 0.0185, 4.7946], [-1.4794, 2.9908, -0.0174], [-1.6419, 3.8141, -1.2945], [-1.2821, 5.2579, -0.9583], [-1.1428, 6.1123, -2.2110], [-0.0820, 5.5137, -3.1169], [-0.3060, 4.0392, -3.4766], [-0.6841, 3.3106, -2.2706], [-0.9899, 1.9620, -2.5763], [-1.3190, 3.9481, -4.6289], [1.0195, 3.4645, -3.9696], [-3.1108, 3.6943, -1.7548], [-0.4429, 3.0426, 0.3260], [-1.8065, 1.9625, -0.1366], [-2.0524, 3.4765, 0.7813], [-2.0620, 5.6388, -0.2967], [-0.3313, 5.2720, -0.4150], [-0.8959, 7.1520, -1.9951], [-2.1055, 6.1163, -2.7365], [0.9137, 5.6024, -2.6653], [-0.0207, 6.0652, -4.0604], [-2.1929, 4.5698, -4.4499], [-0.8282, 4.2376, -5.5598], [-1.6566, 2.9181, -4.7657], [1.7396, 3.3508, -3.1608], [0.8389, 2.4799, -4.4139], [1.4053, 4.1003, -4.7685], [-3.2302, 4.0687, -2.7713], [-3.7575, 4.3169, -1.1355], [-3.4147, 2.6502, -1.7546], [-0.1685, 1.4724, -2.4497]], "forces_ev_per_angstrom": [[0.573, 0.515, -0.085], [0.053, 0.137, -0.785], [-0.241, 0.031, 0.107], [-0.155, -0.239, -0.040], [-0.191, -0.040, 0.085], [-0.136, -0.293, 0.133], [0.060, -0.036, 0.417], [0.005, 0.047, 0.113], [-0.063, -0.116, -0.025], [-0.222, -0.130, -0.132], [0.186, 0.702, 0.411], [-0.113, -0.044, 0.090], [0.110, -0.057, -0.111], [0.040, 0.168, 0.089], [0.001, -0.103, 0.015], [0.153, -0.239, -0.089], [-0.120, -0.248, -0.116], [0.051, -0.079, 0.010], [0.164, 0.216, -0.432], [-0.135, -0.499, 0.798], [0.005, 0.129, -0.170], [-0.014, -0.109, 0.013], [-0.104, 0.069, 0.006], [-0.005, -0.120, 0.108], [0.049, 0.093, -0.166], [-0.009, 0.176, -0.130], [0.003, 0.003, -0.009], [0.064, 0.076, -0.046], [0.004, -0.068, 0.124], [0.149, 0.209, 0.079], [0.050, -0.022, -0.053], [-0.037, -0.063, -0.084], [-0.048, 0.003, 0.023], [-0.018, -0.023, -0.017], [-0.003, -0.025, 0.025], [-0.219, -0.124, -0.070], [0.256, 0.711, 0.090], [0.109, -0.180, 0.528], [-0.191, 0.195, -0.319], [-0.036, -0.245, -0.128], [-0.053, -0.056, -0.010], [-0.114, -0.138, 0.041], [0.148, -0.047, -0.051], [-0.130, -0.046, -0.167], [0.182, -0.086, 0.066], [-0.294, -0.173, 0.433], [-0.080, 1.079, -0.521], [0.212, -0.161, 0.159], [-0.016, 0.055, -0.107], [0.101, -0.029, -0.030], [0.093, 0.036, -0.201], [-0.022, -0.428, -0.138], [0.056, -0.412, 0.360], [-0.030, 0.027, 0.015], [0.100, 0.610, 0.457], [-0.405, -0.325, 0.046], [0.165, 0.269, -0.211], [-0.279, -0.291, -0.217], [0.421, 0.032, -0.133], [-0.332, 0.285, -0.188], [0.874, -0.121, 0.554], [-0.343, 0.025, -0.169], [-0.014, -0.423, 0.009], [-0.290, -0.416, -0.416], [0.300, 0.374, -0.413], [0.063, -0.256, -0.188], [0.031, -0.056, -0.011], [-0.203, -0.240, -0.106], [0.075, 0.093, 0.048], [-0.053, -0.038, 0.047], [-0.024, -0.008, 0.163], [0.058, 0.123, 0.006], [-0.144, 0.045, 0.208], [-0.031, 0.010, 0.033], [0.012, 0.129, -0.164], [-0.122, 0.217, 0.004], [0.010, 0.042, 0.126], [0.051, 0.191, 0.033], [0.072, 0.028, 0.063], [0.194, 0.029, 0.119], [-0.012, -0.062, 0.006], [-0.086, -0.290, 0.225], [-0.161, 0.027, 0.104], [-0.002, 0.000, -0.146]], "charge": 0, "smiles": "CC1(C)CCCC(C)(C)N1O.CCO.CCO.CCO.CCO.CCO.CCO", "lumo_ev": 0.3914, "homo_energy_ev": -8.1, "multiplicity": 1}

Entry 2:
{"formula": "C3H7ClOS", "method": "wB97M-V/def2-TZVPD", "species": ["C", "C", "C", "O", "S", "Cl", "H", "H", "H", "H", "H", "H", "H"], "coordinates": [[-2.0046, 0.8205, 0.2653], [-0.8781, -0.2278, 0.3780], [-0.1569, -0.3952, -0.8898], [1.0406, -0.4020, -0.9907], [4.0443, -1.1420, 0.1883], [4.1884, 0.9205, 0.1412], [-2.6716, 0.4039, -0.4211], [-2.4489, 1.1161, 1.3104], [-1.5333, 1.7872, -0.0975], [-0.0212, -0.1677, 1.1822], [-1.3763, -1.1282, 0.6936], [-0.8352, -0.6811, -1.6916], [2.6526, -0.9042, -0.0682]], "forces_ev_per_angstrom": [[2.367, 2.417, 2.809], [1.517, 0.542, 2.844], [-0.317, -1.216, 0.468], [0.148, 0.259, -0.524], [-2.057, 1.217, -0.343], [0.456, -0.229, 0.090], [-1.567, -0.088, -0.917], [0.540, -0.984, -2.124], [-0.877, -1.034, 0.088], [-1.821, 0.782, -1.196], [-0.141, -0.900, -0.405], [0.048, 0.226, -1.081], [1.704, -0.993, 0.292]], "charge": 0, "smiles": "CCC=O.SCl", "lumo_ev": 0.1345, "homo_energy_ev": -8.9, "multiplicity": 1}

Entry 3:
{"formula": "C7H11O6Rb", "method": "wB97M-V/def2-TZVPD", "species": ["O", "O", "O", "C", "C", "H", "H", "H", "Rb", "C", "H", "H", "C", "H", "O", "C", "O", "O", "C", "C", "H", "H", "H", "H", "H"], "coordinates": [[1.4148, 0.3864, 0.0917], [2.2193, -1.5946, -0.0058], [2.9586, -0.2327, 1.6034], [2.2563, -0.4598, 0.6299], [3.0251, -2.6677, 0.4938], [2.8271, -3.5128, -0.1689], [2.7318, -2.9062, 1.5226], [4.0842, -2.3887, 0.4542], [6.0750, 1.0742, 4.3385], [0.4388, 2.5367, -0.1491], [0.9387, 3.2750, -0.7727], [2.0674, 2.4031, 0.7323], [1.1902, 1.6400, 0.7535], [0.7346, 1.4625, 1.7333], [-0.6924, 2.0860, -0.7815], [-1.5534, 1.2349, -0.2009], [-1.5663, 0.9422, 0.9671], [-2.3626, 0.7949, -1.1367], [-3.3170, -0.2169, -0.7680], [-4.0298, -0.6657, -2.0201], [-4.0124, 0.2172, -0.0367], [-2.7778, -1.0455, -0.2901], [-4.5435, 0.1743, -2.5061], [-4.7803, -1.4206, -1.7508], [-3.3263, -1.1160, -2.7330]], "forces_ev_per_angstrom": [[-0.291, 0.423, -0.619], [-0.316, -0.769, -0.842], [-0.049, 0.089, -0.212], [0.883, 0.336, 1.682], [0.138, 0.006, 0.124], [0.048, 0.216, 0.164], [0.115, 0.046, -0.246], [-0.235, -0.106, 0.047], [-0.163, -0.060, -0.120], [-1.404, -0.874, -0.548], [-0.184, -0.173, 0.253], [-0.230, -2.267, 1.079], [1.216, 2.558, -0.360], [0.299, 0.138, -0.260], [0.221, 0.737, -0.483], [-0.091, -0.419, 0.747], [0.071, 0.042, -0.176], [0.040, 0.080, -0.533], [-0.198, -0.150, 0.476], [-0.072, -0.033, -0.184], [0.192, -0.145, -0.145], [-0.131, 0.224, -0.062], [0.155, -0.227, 0.124], [0.181, 0.183, -0.078], [-0.195, 0.147, 0.173]], "charge": 1, "lumo_ev": [-4.1856, -4.1857], "homo_energy_ev": [-10.5, -12.8], "s_squared": 0.75, "multiplicity": 2}

Entry 4:
{"formula": "C41H45N4O3PPbS2", "method": "wB97M-V/def2-TZVPD", "species": ["Pb", "C", "N", "C", "C", "N", "C", "C", "C", "C", "C", "C", "C", "S", "C", "C", "C", "C", "C", "C", "S", "H", "H", "H", "H", "H", "H", "H", "H", "H", "H", "H", "H", "H", "H", "H", "H", "H", "H", "O", "C", "O", "C", "N", "C", "C", "C", "H", "H", "H", "H", "H", "H", "H", "H", "H", "C", "C", "O", "H", "H", "H", "N", "P", "C", "C", "C", "C", "C", "C", "C", "C", "C", "C", "C", "C", "C", "C", "C", "C", "C", "C", "H", "H", "H", "H", "H", "H", "H", "H", "H", "H", "H", "H", "H", "H", "H"], "coordinates": [[-1.3439, 1.2039, 0.5667], [-0.9843, -0.8664, 3.6883], [-0.7201, -1.2359, 2.2946], [0.6912, -1.6061, 2.1402], [1.7202, -0.4885, 2.3712], [1.5125, 0.7538, 1.6019], [2.1920, 0.7482, 0.3160], [1.9252, 1.9399, 2.3507], [3.2910, 2.1131, 2.5912], [3.7877, 3.1729, 3.3245], [2.8909, 4.0827, 3.8677], [1.5369, 3.9102, 3.6713], [1.0088, 2.8502, 2.9105], [-0.7396, 2.7696, 2.8188], [-1.5401, -2.3364, 1.8376], [-1.9509, -3.3146, 2.7416], [-2.6760, -4.4239, 2.3389], [-2.9945, -4.5768, 0.9998], [-2.6106, -3.6048, 0.0917], [-1.8909, -2.4659, 0.4771], [-1.5060, -1.2952, -0.7914], [-0.5338, -1.5701, 4.4033], [-2.0610, -0.8303, 3.8516], [-0.5868, 0.1273, 3.8829], [0.8255, -2.0358, 1.1500], [0.9267, -2.4001, 2.8676], [2.7030, -0.9224, 2.1349], [1.7329, -0.2305, 3.4290], [3.2752, 0.7461, 0.4506], [1.9159, 1.6697, -0.2050], [0.8630, -0.7267, -0.3254], [3.9907, 1.3770, 2.2113], [4.8541, 3.2862, 3.4723], [3.2494, 4.9157, 4.4603], [0.8295, 4.6014, 4.1092], [-1.6947, -3.2183, 3.7890], [-2.9770, -5.1663, 3.0677], [-3.5413, -5.4490, 0.6628], [-2.8741, -3.7020, -0.9538], [-3.6273, 2.6659, -2.6442], [-2.8859, 2.7579, -1.6809], [-1.6390, 2.6511, -1.5616], [-4.4031, 1.9812, 0.0459], [-3.7271, 2.5566, 2.2721], [-5.0527, 3.1175, 2.6482], [-5.6909, 3.6815, 1.3871], [-5.7793, 2.5955, 0.3145], [-4.5026, 1.2124, -0.7258], [-3.2080, 3.2794, 1.7564], [-3.1611, 2.3251, 3.0885], [-4.9045, 3.8826, 3.4108], [-5.6617, 2.3184, 3.0691], [-5.0752, 4.5029, 1.0120], [-6.6774, 4.0844, 1.6183], [-6.1596, 3.0159, -0.6172], [-6.4674, 1.8055, 0.6278], [-4.4628, 0.1951, 1.8904], [-3.7377, 1.3832, 1.2903], [-3.5213, 3.0114, -0.4018], [-5.5500, 0.3144, 1.9803], [-4.0639, -0.0330, 2.8847], [-4.2825, -0.6815, 1.2648], [1.8647, -0.4762, -0.4337], [2.2389, -0.8128, -2.0042], [2.4224, -2.6077, -2.1260], [3.3897, -3.1544, -2.9685], [3.5213, -4.5303, -3.0692], [2.6922, -5.3667, -2.3357], [1.7233, -4.8258, -1.5025], [1.5876, -3.4514, -1.3935], [3.8408, -0.1178, -2.4495], [4.8651, 0.0316, -1.5173], [6.1107, 0.4830, -1.9236], [6.3508, 0.7510, -3.2632], [5.3444, 0.5701, -4.2016], [4.0890, 0.1447, -3.7988], [1.0764, -0.2462, -3.2365], [0.9713, 1.1227, -3.4827], [0.1258, 1.5674, -4.4808], [-0.6075, 0.6541, -5.2252], [-0.5125, -0.7062, -4.9693], [0.3299, -1.1656, -3.9711], [4.0448, -2.5109, -3.5406], [4.2742, -4.9494, -3.7243], [2.8051, -6.4405, -2.4101], [1.0630, -5.4700, -0.9366], [0.8089, -3.0308, -0.7703], [4.6982, -0.2230, -0.4804], [6.8970, 0.6209, -1.1931], [7.3259, 1.1011, -3.5763], [5.5353, 0.7619, -5.2493], [3.2963, 0.0156, -4.5242], [1.5354, 1.8305, -2.8877], [0.0124, 2.6266, -4.6634], [-1.2728, 1.0108, -6.0002], [-1.1024, -1.4101, -5.5413], [0.3983, -2.2216, -3.7462]], "forces_ev_per_angstrom": [[0.221, 0.207, -0.323], [0.017, 0.175, -0.136], [-0.147, 0.049, 0.101], [0.122, 0.138, -0.117], [-0.177, -0.031, -0.052], [0.011, -0.004, 0.177], [0.148, 0.094, -0.022], [0.008, -0.124, 0.189], [0.015, -0.026, -0.016], [0.027, 0.006, -0.033], [-0.015, 0.016, 0.043], [0.040, -0.021, -0.112], [0.080, -0.094, 0.039], [-0.130, 0.014, 0.295], [-0.045, -0.122, -0.096], [0.030, -0.028, 0.028], [-0.023, -0.060, 0.057], [0.013, 0.013, -0.052], [-0.021, -0.058, 0.120], [0.043, 0.037, -0.088], [0.309, -0.427, 0.073], [-0.052, -0.004, -0.004], [0.033, -0.014, 0.032], [0.058, 0.072, -0.020], [-0.089, -0.029, 0.073], [0.083, -0.056, -0.035], [0.043, -0.022, 0.104], [-0.026, 0.105, -0.004], [0.029, 0.094, -0.060], [-0.080, -0.041, -0.060], [-0.059, 0.082, 0.056], [-0.003, 0.006, -0.022], [-0.013, -0.033, 0.026], [-0.023, 0.006, -0.023], [0.017, 0.022, -0.004], [0.007, 0.000, -0.038], [0.003, 0.018, -0.008], [-0.034, 0.032, -0.007], [0.001, 0.011, 0.004], [0.092, 0.040, 0.196], [0.112, -0.161, -0.342], [-0.271, 0.059, -0.058], [-0.003, -0.086, -0.034], [0.002, -0.092, -0.199], [-0.207, 0.176, -0.091], [0.002, -0.176, -0.046], [0.060, 0.060, -0.077], [0.033, -0.025, 0.025], [0.062, 0.048, 0.188], [0.041, -0.013, 0.038], [0.067, -0.017, 0.004], [0.089, -0.052, 0.043], [-0.041, 0.033, 0.012], [0.011, 0.009, 0.045], [0.029, -0.028, -0.010], [-0.049, 0.027, 0.016], [0.203, 0.067, 0.003], [-0.020, 0.040, -0.106], [0.039, 0.074, 0.206], [0.022, 0.003, 0.037], [-0.053, -0.062, -0.033], [0.007, -0.001, 0.007], [-0.605, 0.055, -0.271], [0.396, -0.169, 0.011], [-0.081, 0.051, -0.007], [-0.025, 0.059, 0.022], [0.023, -0.042, -0.046], [0.009, 0.039, 0.024], [-0.031, -0.011, 0.032], [-0.072, 0.155, -0.051], [-0.099, -0.001, -0.004], [0.009, -0.106, -0.005], [0.011, -0.009, 0.037], [-0.020, 0.024, -0.023], [0.037, 0.004, -0.027], [-0.047, 0.059, 0.112], [0.094, -0.177, 0.115], [-0.083, -0.049, 0.071], [-0.082, 0.119, 0.051], [-0.024, -0.047, -0.012], [-0.037, -0.015, -0.045], [0.041, 0.069, 0.075], [0.019, -0.013, -0.004], [-0.001, 0.012, 0.022], [-0.018, 0.005, -0.018], [0.012, 0.005, 0.004], [-0.085, -0.020, 0.043], [0.039, -0.011, 0.006], [-0.009, -0.023, -0.002], [-0.009, -0.012, -0.004], [-0.012, 0.022, 0.015], [0.038, 0.032, -0.035], [-0.004, 0.058, -0.028], [0.002, 0.008, 0.042], [-0.013, -0.002, 0.023], [-0.004, 0.012, 0.022], [-0.022, -0.003, -0.051]], "charge": 0, "lumo_ev": -0.1199, "homo_energy_ev": -6.1, "multiplicity": 1}

Number 1: electronic energy -38489.5033 eV. Number 2: electronic energy -28628.1918 eV. Number 3: electronic energy -20370.5166 eV. Number 4: electronic energy -91557.6619 eV.